1.
Formula: C4H6NS
Source: the Open Molecules 2025 dataset
Level of theory: ωB97M-V/def2-TZVPD

Last column: Mulliken charge in e.
Positions of all 12 atoms, in Å:
C -0.792 -0.440 0.731  -0.1673
C -0.844 -1.779 0.387  -0.3485
C 0.750 -0.682 -1.163  -0.0563
C 0.430 1.623 0.038  -0.7193
N 0.055 0.286 -0.015  0.0119
S 0.113 -2.231 -0.987  0.0955
H -1.244 -0.036 1.574  0.4664
H -1.218 -2.564 1.051  0.3886
H 1.269 -0.157 -1.928  0.3738
H 0.941 1.792 -0.826  0.2108
H -0.387 2.325 0.168  0.3865
H 0.928 1.862 0.971  0.3580

As for the LUMO energy (spin up / spin down): -5.4 / -5.4 eV. Its total charge is +1. The calculation puts the HOMO-LUMO gap (spin up / spin down) at 8.945 / 8.946 eV.


2.
Formula: C4H6NS
Source: the Open Molecules 2025 dataset
Level of theory: ωB97M-V/def2-TZVPD

Last column: Mulliken charge in e.
Positions of all 12 atoms, in Å:
C 0.120 1.200 -0.329  0.0587
C 1.244 0.281 0.105  -0.4930
C -1.540 -0.327 0.451  -0.4125
C 0.729 -0.935 -0.493  -0.0081
N -1.025 0.768 -0.189  -0.3869
S -0.628 -1.799 -0.173  0.1181
H 0.308 2.136 -0.831  0.4239
H 2.225 0.563 -0.264  0.3311
H 1.221 0.272 1.199  0.2696
H -1.456 -0.247 1.542  0.3555
H -2.587 -0.475 0.176  0.3802
H 1.389 -1.437 -1.193  0.3634

As for the LUMO energy (spin up / spin down): -6.3 / -6.3 eV. Its total charge is +1. The calculation puts the HOMO-LUMO gap (spin up / spin down) at 8.162 / 8.161 eV.


The structure with the greatest stability is 1.


1.
Formula: C3H11N2OS
Source: the Open Molecules 2025 dataset
Level of theory: ωB97M-V/def2-TZVPD

Last column: Mulliken charge in e.
Positions of all 18 atoms, in Å:
N 1.505 -2.680 -0.722  -0.7969
C 1.538 -1.692 0.385  -0.5787
O 0.740 -0.585 0.166  -0.6495
H 0.545 -2.951 -0.848  0.2640
H 1.730 -2.181 -1.566  0.2663
H 1.236 -2.250 1.284  0.3423
H 2.601 -1.396 0.483  0.2718
C -0.966 1.690 -0.490  -0.2961
C -1.339 1.484 0.977  -0.6390
S 0.027 1.935 2.124  -0.3759
N -1.340 0.490 -1.232  -0.8870
H -1.510 2.534 -0.882  0.3700
H 0.105 1.871 -0.541  0.2720
H -2.233 2.031 1.297  0.3496
H -1.537 0.410 1.148  0.3185
H 0.778 0.903 1.610  0.1488
H -1.203 0.636 -2.245  0.1985
H -0.678 -0.247 -0.951  0.4213

As for the LUMO energy: 3.6 eV. Its total charge is -1. The calculation puts the HOMO-LUMO gap at 7.092 eV.


2.
Formula: C3H11N2OS
Source: the Open Molecules 2025 dataset
Level of theory: ωB97M-V/def2-TZVPD

Last column: Mulliken charge in e.
Positions of all 18 atoms, in Å:
C -0.689 0.050 0.460  -0.7303
C -1.490 -0.531 -0.674  -0.5608
S -3.053 0.439 -1.055  -0.7239
N 3.108 -0.119 1.085  -0.6615
C 3.065 -0.523 -0.146  0.0804
N 3.480 0.358 -1.232  -0.6074
H -1.228 -0.113 1.393  0.2586
H -0.623 1.132 0.302  0.2738
H -0.974 -0.610 -1.632  0.2620
H -1.833 -1.547 -0.462  0.2115
H 0.313 -0.376 0.582  0.1180
H 2.696 -1.458 -0.570  0.3398
H 2.265 0.445 0.435  0.3086
H 4.061 -0.183 -1.873  0.2398
H 4.045 1.040 -0.740  0.3296
H -3.760 0.715 0.873  0.2315
H -5.143 0.485 1.511  0.2887
O -4.242 0.798 1.744  -0.6585

As for the LUMO energy: 3.0 eV. Its total charge is -1. The calculation puts the HOMO-LUMO gap at 5.694 eV.


The structure with the greatest stability is 1.


1.
Formula: C9H8ClNS
Source: the Open Molecules 2025 dataset
Level of theory: ωB97M-V/def2-TZVPD

Last column: Mulliken charge in e.
Positions of all 20 atoms, in Å:
N 1.844 -2.077 -0.941  -0.6294
C 1.084 -1.134 -1.763  -0.6652
C -0.210 -0.757 -1.090  0.1980
C -1.419 -1.303 -1.388  -0.4690
S -2.721 -0.706 -0.398  -0.2379
C -1.619 0.319 0.490  0.0202
C -1.924 1.179 1.537  -0.2643
C -0.909 1.923 2.116  -0.6066
C 0.416 1.787 1.635  0.0416
Cl 1.667 2.735 2.375  -0.2230
C 0.722 0.927 0.596  -0.4890
C -0.299 0.164 0.011  0.4622
H 2.007 -1.666 -0.021  0.2683
H 2.768 -2.219 -1.370  0.2548
H 1.646 -0.216 -1.964  0.3127
H 0.883 -1.618 -2.736  0.3922
H -1.626 -2.020 -2.156  0.4696
H -2.940 1.272 1.901  0.3836
H -1.110 2.594 2.941  0.4011
H 1.741 0.817 0.226  0.3800

As for the LUMO energy: 0.7 eV. The calculation puts the HOMO-LUMO gap at 9.110 eV.


2.
Formula: C9H8ClNS
Source: the Open Molecules 2025 dataset
Level of theory: ωB97M-V/def2-TZVPD

Last column: Mulliken charge in e.
Positions of all 20 atoms, in Å:
C 2.068 1.557 1.668  -1.2589
C 1.434 2.299 0.510  0.3042
C 2.076 3.537 0.151  -0.1049
N 2.732 4.406 -0.169  -0.4366
C 0.374 1.913 -0.200  0.7754
Cl -0.267 2.952 -1.442  -0.1999
C -0.518 0.683 -0.176  0.3794
S -2.162 0.910 0.120  -0.1357
C -2.460 -0.797 0.237  -0.4120
C -1.276 -1.513 -0.028  -0.7138
C -0.170 -0.658 -0.292  0.3544
C 1.060 -1.323 -0.741  -1.4261
H 3.121 1.495 1.436  0.3573
H 1.510 0.676 1.710  0.3312
H 1.701 2.092 2.613  0.3242
H -3.482 -1.225 0.294  0.3843
H -1.297 -2.523 -0.276  0.4312
H 0.896 -2.035 -1.517  0.4550
H 1.832 -0.587 -1.041  0.3112
H 1.522 -1.958 0.168  0.2800

As for the LUMO energy: 0.2 eV. The calculation puts the HOMO-LUMO gap at 9.190 eV.


The structure with the greatest stability is 1.


1.
Formula: CH3BrOS
Source: the Open Molecules 2025 dataset
Level of theory: ωB97M-V/def2-TZVPD

Last column: Mulliken charge in e.
Positions of all 7 atoms, in Å:
C 0.309 -0.360 0.106  -0.8215
O 2.092 -2.215 -0.581  -0.4626
S 1.836 -1.177 0.427  0.5032
Br 3.138 0.643 -0.034  -0.1425
H -0.527 -0.982 0.309  0.3261
H 0.407 -0.334 -1.723  0.2309
H 0.145 0.663 0.424  0.3664

As for the LUMO energy: -0.9 eV. The calculation puts the HOMO-LUMO gap at 8.999 eV.


2.
Formula: CH3BrOS
Source: the Open Molecules 2025 dataset
Level of theory: ωB97M-V/def2-TZVPD

Last column: Mulliken charge in e.
Positions of all 7 atoms, in Å:
C 0.276 0.641 0.461  -0.7372
O -1.475 -1.251 0.270  -0.4444
S -0.120 -1.093 -0.166  0.4921
Br -0.239 -1.014 -2.485  -0.1762
H 1.182 0.933 -0.119  0.3157
H 0.958 0.381 1.540  0.2612
H -0.582 1.403 0.499  0.2888

As for the LUMO energy: -0.6 eV. The calculation puts the HOMO-LUMO gap at 9.243 eV.


The structure with the greatest stability is 2.


1.
Formula: CH5N7
Source: the Open Molecules 2025 dataset
Level of theory: ωB97M-V/def2-TZVPD

Last column: Mulliken charge in e.
Positions of all 13 atoms, in Å:
C -0.284 0.201 -0.165  0.3765
H -2.500 -0.247 1.297  0.3583
H -1.101 -1.555 2.211  0.2925
H 1.684 1.108 -2.215  0.3018
H 0.978 -0.772 -1.908  0.3310
H -1.199 0.015 -1.719  0.2355
N -1.390 -0.329 1.952  -0.8698
N -0.398 0.079 1.134  0.6520
N 0.864 0.332 1.654  -0.2977
N 1.743 0.724 0.716  -0.3805
N 1.020 0.718 -0.469  0.2643
N 1.829 0.168 -1.703  -0.4991
N -1.245 -0.440 -0.784  -0.7648

As for the LUMO energy: 0.3 eV. The calculation puts the HOMO-LUMO gap at 9.030 eV.


2.
Formula: CH5N7
Source: the Open Molecules 2025 dataset
Level of theory: ωB97M-V/def2-TZVPD

Last column: Mulliken charge in e.
Positions of all 13 atoms, in Å:
N 1.003 -1.515 -0.525  -0.6541
C 0.156 -0.540 -0.193  0.3399
N -0.680 -0.409 0.933  0.4449
N -0.863 -1.183 2.176  -0.6583
N -1.321 0.796 1.076  -0.2083
N -1.018 1.381 -0.061  -0.4692
N -0.289 0.692 -0.881  0.3315
N 1.015 1.412 -1.528  -0.5518
H 1.178 -1.404 -1.502  0.2431
H -1.226 -1.958 1.651  0.2752
H 0.140 -1.272 2.566  0.2810
H 1.164 2.511 -1.018  0.3290
H 0.741 1.488 -2.693  0.2971

As for the LUMO energy: 0.0 eV. The calculation puts the HOMO-LUMO gap at 8.657 eV.


The structure with the greatest stability is 2.


1.
Formula: C5H26O9
Source: the Open Molecules 2025 dataset
Level of theory: ωB97M-V/def2-TZVPD

Last column: Mulliken charge in e.
Positions of all 40 atoms, in Å:
C 4.252 10.226 7.923  -1.6341
C 4.716 9.332 9.053  1.2762
C 5.940 9.826 9.851  -0.7872
O 3.640 9.155 9.960  -0.5695
H 4.934 10.377 7.086  0.3250
H 4.002 11.212 8.314  0.4027
H 3.371 9.864 7.393  0.3793
H 5.073 8.391 8.633  -0.3976
H 6.628 9.985 9.021  0.1989
H 6.411 9.095 10.509  0.0395
H 5.825 10.769 10.385  0.4370
H 3.405 9.980 10.392  0.3494
O 5.164 6.722 6.415  -0.5126
C 5.675 5.444 6.786  -0.0585
C 6.264 4.784 5.554  -0.4719
O 7.616 5.073 5.250  -0.5506
H 5.974 7.210 6.249  0.3018
H 6.338 5.611 7.635  -0.0428
H 4.808 4.893 7.150  0.3266
H 5.568 4.828 4.716  0.4028
H 6.316 3.737 5.854  0.2758
H 7.726 5.247 4.312  0.3043
O 8.967 5.436 7.789  -0.5887
H 9.919 5.359 7.718  0.2427
H 8.631 4.989 7.013  0.2704
O 5.115 6.656 10.778  -0.6909
H 4.563 7.337 10.394  0.3828
H 5.905 6.654 10.237  0.3128
O 9.192 7.145 11.972  -0.6566
H 10.113 7.093 11.717  0.3333
H 9.034 6.342 12.468  0.2656
O 7.776 7.069 9.676  -0.5249
H 8.235 6.473 9.085  0.2211
H 8.363 7.164 10.425  0.4207
O 9.417 9.927 12.034  -0.6581
H 9.730 9.868 12.937  0.2962
H 9.021 9.073 11.861  0.3775
O 7.838 8.726 7.224  -0.6747
H 8.133 7.872 6.908  0.3019
H 7.738 8.612 8.169  0.3747

As for the LUMO energy: 0.0 eV. The calculation puts the HOMO-LUMO gap at 9.788 eV.


2.
Formula: C5H26O9
Source: the Open Molecules 2025 dataset
Level of theory: ωB97M-V/def2-TZVPD

Last column: Mulliken charge in e.
Positions of all 40 atoms, in Å:
C -1.827 -0.406 -2.108  -0.4376
C -0.714 -0.929 -2.618  -0.1824
C 0.588 -0.220 -2.640  -0.3337
C 1.474 -0.258 -1.652  0.2990
C 2.801 0.454 -1.618  -1.0402
H -2.819 -0.783 -2.329  0.2166
H -1.794 0.249 -1.247  0.0581
H -0.851 -1.786 -3.276  0.2965
H 0.907 0.338 -3.513  0.3328
H 1.186 -0.641 -0.669  0.2681
H 3.635 -0.133 -1.235  0.3148
H 2.679 1.295 -0.933  0.0910
H 3.237 0.719 -2.585  0.4164
O 2.564 3.439 0.917  -0.6241
H 1.943 3.052 0.307  0.2645
H 2.626 2.759 1.574  0.3480
O -2.958 0.735 2.865  -0.6799
H -3.477 0.292 2.166  0.3545
H -2.751 0.051 3.510  0.3008
O -3.059 -0.408 0.552  -0.6166
H -2.567 -1.208 0.520  0.3003
H -3.638 -0.231 -0.190  0.2831
O 0.275 -1.644 1.629  -0.5824
H -0.087 -0.792 1.872  0.2047
H 1.016 -1.799 2.221  0.3177
O -0.825 1.813 1.719  -0.7557
H -1.037 1.647 0.793  0.3270
H -1.648 1.648 2.212  0.3642
O 1.334 -3.691 0.195  -0.6585
H 1.385 -2.969 -0.446  0.4942
H 0.648 -3.316 0.757  0.3740
O -0.417 -3.920 -1.068  -0.7346
H 0.432 -3.625 -0.828  0.2228
H -1.013 -3.354 -0.577  0.2880
O -0.338 3.424 -0.331  -0.6365
H -0.250 4.347 -0.569  0.2724
H -0.493 3.389 0.625  0.3616
O 1.584 0.775 1.239  -0.6093
H 0.951 1.129 1.896  0.4203
H 1.026 0.894 0.462  0.1000

As for the LUMO energy: -0.1 eV. The calculation puts the HOMO-LUMO gap at 9.402 eV.


The structure with the greatest stability is 1.


1.
Formula: CH2N2S2
Source: the Open Molecules 2025 dataset
Level of theory: ωB97M-V/def2-TZVPD

Last column: Mulliken charge in e.
Positions of all 7 atoms, in Å:
C 1.724 1.523 -0.062  0.4146
N 1.839 2.639 0.166  -0.3668
N 1.355 0.386 -0.628  -0.2891
S 1.667 -1.066 -0.007  0.0916
S -1.682 0.697 0.137  -0.1261
H 0.634 -1.570 -0.727  0.1546
H -1.557 -0.383 -0.693  0.1212

As for the LUMO energy (spin up / spin down): -2.3 / -2.5 eV. The calculation puts the HOMO-LUMO gap (spin up / spin down) at 7.911 / 7.140 eV.


2.
Formula: CH2N2S2
Source: the Open Molecules 2025 dataset
Level of theory: ωB97M-V/def2-TZVPD

Last column: Mulliken charge in e.
Positions of all 7 atoms, in Å:
N 0.642 1.053 -1.049  -0.4038
C 1.609 0.691 -0.427  0.4712
S 2.959 0.438 0.243  -0.3717
H -0.355 0.780 -0.961  0.3132
N -1.228 -0.705 0.850  -0.3125
S -2.095 -1.205 -0.332  0.0477
H -1.532 -1.051 1.677  0.2558

As for the LUMO energy (spin up / spin down): -1.9 / -1.9 eV. The calculation puts the HOMO-LUMO gap (spin up / spin down) at 7.369 / 7.372 eV.


The structure with the greatest stability is 2.


1.
Formula: C6H11NS
Source: the Open Molecules 2025 dataset
Level of theory: ωB97M-V/def2-TZVPD

Last column: Mulliken charge in e.
Positions of all 19 atoms, in Å:
C -1.941 -0.877 0.384  -0.8750
C -0.589 -0.742 -0.308  0.0608
C -0.161 0.597 -1.230  -0.2979
C 1.258 0.203 -1.026  -0.7762
C 0.764 -0.477 0.401  0.1189
C 0.459 1.055 0.902  -0.5576
H -1.966 -0.221 1.789  0.1916
H -2.279 -2.289 0.533  0.2556
H -2.781 -0.365 -0.516  0.2200
H -0.249 -1.766 -0.839  0.3972
H -0.458 0.937 -2.304  0.3697
H 1.980 0.976 -1.220  0.3878
H 1.601 -0.596 -1.842  0.2768
H 2.899 -1.129 1.571  0.1451
H 1.596 1.522 1.005  0.2874
H -0.242 1.124 1.764  0.3087
H -1.254 1.959 -0.093  0.3106
N -0.205 1.779 -0.231  -0.5067
S 1.567 -1.689 1.259  -0.3169

As for the LUMO energy: 0.6 eV. The calculation puts the HOMO-LUMO gap at 9.237 eV.


2.
Formula: C6H11NS
Source: the Open Molecules 2025 dataset
Level of theory: ωB97M-V/def2-TZVPD

Last column: Mulliken charge in e.
Positions of all 19 atoms, in Å:
C 1.520 1.662 -0.679  -0.9105
C 1.000 0.219 -0.162  0.1387
S 1.983 -0.845 0.525  -0.2019
C -0.371 -0.014 -0.831  -0.4273
C -0.918 -1.294 -0.501  -0.6326
N -2.221 -0.766 -0.330  -0.5307
C -1.614 0.687 -0.165  0.1016
C -1.393 0.960 1.341  -0.9390
H 2.213 1.268 -1.698  0.2764
H 0.612 2.337 -0.974  0.2606
H 2.065 2.070 0.333  0.2773
H -0.216 0.165 -1.854  0.5359
H -0.873 -2.105 -1.238  0.3345
H -0.264 -1.616 0.381  0.2420
H -2.640 -1.009 0.561  0.2482
H -2.208 1.468 -0.650  0.3951
H -0.621 0.168 1.641  0.3081
H -1.029 2.051 1.564  0.2635
H -2.570 0.771 1.821  0.2602

As for the LUMO energy: -0.2 eV. The calculation puts the HOMO-LUMO gap at 8.441 eV.


The structure with the greatest stability is 2.